1.
DFT (wB97M-V/def2-TZVPD) results for a 9-piece molecular cluster, C56H55F8NO2P overall.

Results
**Kohn-Sham gap**: 0.21739 hartree
**Highest occupied orbital energy**: -4.2 eV
**Charge**: -1
**E_tot**: -3512.19765 Eh
**Max |F|**: 7.6 eV/Å

Positions of all 123 atoms, in Å:
C  -5.16  0.82  -8.57
C  -4.11  0.37  -7.90
P  -2.69  -0.20  -6.71
C  -2.36  -1.81  -7.68
C  -1.00  -2.58  -7.31
O  -1.40  0.69  -7.52
C  -0.56  1.25  -6.44
C  -1.06  0.72  -4.99
C  0.08  0.35  -3.87
C  -0.74  -0.47  -2.72
N  -1.57  0.15  -1.87
O  -1.72  -0.55  -5.31
H  -6.27  1.04  -8.84
H  -3.73  -0.97  -6.03
H  -3.00  1.02  -6.02
H  -3.22  -2.59  -7.59
H  -2.28  -1.51  -8.81
H  -0.82  -3.36  -8.17
H  -1.11  -3.18  -6.32
H  -0.06  -1.91  -7.30
H  0.56  1.39  -6.64
H  -0.96  2.35  -6.43
H  -1.68  1.49  -4.37
H  0.41  1.38  -3.43
H  0.95  -0.26  -4.31
H  -0.67  -1.62  -2.59
H  -2.00  -0.56  -1.23
F  -0.57  -4.25  -11.33
C  0.30  -5.22  -11.03
C  -0.04  -6.54  -11.31
C  0.86  -7.55  -11.00
C  2.08  -7.24  -10.40
C  2.40  -5.92  -10.12
C  1.51  -4.90  -10.44
H  -0.99  -6.76  -11.77
H  0.62  -8.59  -11.23
H  2.78  -8.04  -10.16
H  3.35  -5.68  -9.65
H  1.75  -3.86  -10.23
F  -2.21  -0.99  0.88
C  -1.72  -0.24  1.88
C  -0.41  0.19  1.82
C  0.10  0.97  2.86
C  -0.71  1.30  3.94
C  -2.03  0.85  3.99
C  -2.54  0.08  2.95
H  0.21  -0.08  0.97
H  1.13  1.32  2.82
H  -0.31  1.90  4.75
H  -2.66  1.10  4.84
H  -3.56  -0.27  2.97
F  -4.91  -0.77  4.41
C  -4.84  -1.69  5.39
C  -3.77  -2.58  5.41
C  -3.70  -3.53  6.43
C  -4.69  -3.59  7.40
C  -5.76  -2.69  7.36
C  -5.83  -1.74  6.35
H  -3.01  -2.52  4.64
H  -2.86  -4.22  6.46
H  -4.64  -4.33  8.19
H  -6.54  -2.74  8.12
H  -6.65  -1.03  6.31
F  -3.29  3.12  7.10
C  -3.15  4.11  6.20
C  -4.23  4.50  5.43
C  -4.09  5.53  4.51
C  -2.85  6.16  4.36
C  -1.77  5.77  5.15
C  -1.92  4.74  6.08
H  -5.18  3.99  5.54
H  -4.93  5.84  3.90
H  -2.74  6.96  3.64
H  -0.81  6.26  5.03
H  -1.09  4.43  6.70
F  3.25  2.58  4.47
C  3.73  3.43  3.54
C  4.83  3.06  2.79
C  5.32  3.94  1.83
C  4.71  5.17  1.63
C  3.60  5.53  2.40
C  3.10  4.65  3.35
H  5.30  2.11  2.96
H  6.18  3.66  1.23
H  5.10  5.86  0.88
H  3.13  6.50  2.25
H  2.24  4.91  3.95
F  5.87  -4.17  -8.13
C  5.06  -3.66  -7.19
C  4.75  -2.31  -7.21
C  3.91  -1.79  -6.23
C  3.38  -2.62  -5.25
C  3.70  -3.98  -5.24
C  4.54  -4.50  -6.22
H  5.18  -1.67  -7.98
H  3.65  -0.73  -6.24
H  2.73  -2.21  -4.49
H  3.30  -4.62  -4.47
H  4.79  -5.55  -6.23
F  5.59  0.78  1.46
C  5.76  -0.53  1.68
C  4.75  -1.42  1.33
C  4.93  -2.78  1.55
C  6.12  -3.24  2.12
C  7.13  -2.34  2.47
C  6.95  -0.98  2.24
H  3.84  -1.04  0.90
H  4.15  -3.48  1.28
H  6.26  -4.30  2.30
H  8.05  -2.70  2.92
H  7.73  -0.27  2.49
F  -1.27  6.41  9.71
C  -1.99  5.53  10.42
C  -2.36  4.33  9.84
C  -3.10  3.41  10.58
C  -3.47  3.71  11.89
C  -3.10  4.93  12.46
C  -2.35  5.84  11.73
H  -2.06  4.11  8.82
H  -3.38  2.46  10.14
H  -4.05  3.00  12.47
H  -3.39  5.16  13.48
H  -2.04  6.78  12.16

***

2.
DFT (wB97M-V/def2-TZVPD) results for a 2-piece molecular cluster, C3H8N2PS overall.

Results
**Kohn-Sham gap**: 0.34197 hartree
**Highest occupied orbital energy**: -13.7 eV
**Charge**: +1
**E_tot**: -967.83063 Eh
**Max |F|**: 3.5 eV/Å
**Relative energy (zero: lowest compared OMol25 entry of this formula, charge and spin)**: 9.56 kcal/mol

Positions of all 15 atoms, in Å:
C  1.52  -0.85  -0.16
C  2.20  0.51  -0.02
C  -0.10  0.22  1.21
N  -1.99  0.52  -0.03
N  0.37  -0.94  0.77
P  -2.48  1.99  -0.04
S  0.83  1.56  0.74
H  1.27  -1.11  -1.19
H  2.28  -1.70  0.05
H  2.95  0.35  0.80
H  2.47  0.89  -0.97
H  -0.80  0.11  2.12
H  -2.38  -0.25  -0.74
H  -0.24  -1.70  0.79
H  -3.55  1.76  -1.03